# C43H52CsGe2NO3Si

C43H52CsGe2NO3Si as an isolated structure in a non-equilibrium geometry (ωB97M-V/def2-TZVPD, OMol25).

Summary:
Multiplicity   2
Total charge   -1
Expectation value of S²   0.7538
LUMO level (spin up / spin down)   1.77 / 1.29 eV
HOMO (spin up / spin down)   -3.17 / -3.16 eV

Geometry as XYZ:
```
103
Properties=species:S:1:pos:R:3:mulliken_spin:R:1
Cs 0.631 0.132 -0.905 0.008
Ge 0.711 -4.167 0.787 0.000
Ge 0.349 -3.039 -1.439 0.006
Si -2.533 2.322 -0.644 -0.012
O 1.163 0.225 1.380 0.020
O 3.012 0.281 -0.584 -0.004
O 2.730 0.261 5.853 0.000
N 0.058 3.331 -1.350 0.011
C 2.660 -5.369 -4.245 0.000
C 3.955 -4.984 -3.944 0.000
C -1.964 1.231 3.330 0.003
C 0.435 3.883 -0.048 0.002
C -4.255 3.125 -0.914 0.064
C 3.538 0.240 1.722 -0.005
C -5.885 4.040 -2.452 -0.001
C 4.533 0.239 2.718 0.000
C -5.265 3.025 0.038 0.005
C -3.729 -4.861 -3.202 0.000
C 3.854 0.251 0.323 0.001
C 1.067 5.360 -2.386 0.000
C 1.780 4.602 -0.083 0.000
C 2.917 0.250 4.488 0.000
C -1.360 3.503 -1.613 -0.007
C 0.897 3.836 -2.424 0.001
C -2.060 1.212 1.952 -0.010
C -1.698 -3.620 -3.459 0.000
C 3.110 -3.604 -2.177 0.000
C -2.108 -4.794 -1.435 0.001
C 2.416 -3.551 1.617 0.000
C -2.465 3.559 1.946 0.008
C 2.149 0.238 2.151 0.005
C 1.797 -3.968 -2.471 0.003
C 4.260 0.243 4.056 0.000
C -2.305 2.374 1.235 -0.022
C -2.500 0.651 -1.390 0.857
C -2.111 2.421 4.022 0.000
C -4.595 3.643 -2.160 -0.004
C -6.559 3.419 -0.242 -0.002
C 0.787 -6.190 0.946 0.000
C -1.273 -3.972 -2.181 -0.001
C -2.903 -4.059 -3.973 -0.001
C -6.877 3.920 -1.493 0.010
C 1.917 0.250 3.566 -0.001
C 1.407 0.251 6.321 0.000
C 4.179 -4.108 -2.892 0.000
C 1.597 -4.869 -3.511 0.000
C -2.366 3.589 3.324 0.000
C -3.321 -5.237 -1.932 0.000
C 1.732 5.778 -1.063 0.000
C -0.686 -3.559 2.089 0.000
C 5.310 0.235 -0.150 0.001
H 0.967 -6.478 1.978 0.000
H -3.828 3.731 -2.916 0.001
H -7.893 4.209 -1.724 0.000
H 4.786 -5.356 -4.530 0.000
H 0.081 5.822 -2.479 0.000
H 2.018 4.968 0.919 0.000
H -2.686 4.474 1.409 0.000
H -1.784 0.312 3.870 0.000
H -0.321 4.607 0.294 0.000
H 6.061 0.229 0.630 0.000
H 5.437 -0.648 -0.776 0.000
H -3.962 -5.865 -1.325 0.000
H 1.468 0.254 7.409 0.000
H 5.573 0.236 2.428 0.000
H 0.457 3.538 -3.380 -0.001
H -1.533 3.271 -2.665 -0.003
H 1.882 3.364 -2.356 0.000
H 1.166 6.597 -0.610 0.000
H -1.063 -2.975 -4.058 0.000
H -0.669 -2.473 2.126 0.000
H -0.477 -3.938 3.086 0.000
H -5.022 2.631 1.015 0.000
H -3.048 -0.148 -0.915 0.028
H 2.480 -6.054 -5.065 0.000
H -7.329 3.327 0.513 0.000
H -1.804 -5.088 -0.438 0.000
H 0.879 -0.646 5.987 0.000
H -2.530 0.575 -2.466 0.023
H -1.953 0.279 1.421 0.016
H 2.564 3.899 -0.365 0.000
H 0.473 3.077 0.690 0.000
H -1.673 4.552 -1.469 0.001
H -2.039 2.438 5.100 0.000
H 5.457 1.113 -0.781 0.000
H 5.044 0.241 4.799 0.000
H 0.589 -5.181 -3.754 0.000
H 1.662 5.687 -3.242 0.000
H -1.687 -3.874 1.805 0.000
H 0.874 0.260 3.843 0.000
H 2.745 6.146 -1.242 0.000
H -4.688 -5.185 -3.583 0.000
H -2.496 4.520 3.858 0.000
H 0.862 1.137 5.981 0.000
H 2.452 -2.467 1.623 0.000
H 5.192 -3.809 -2.647 0.000
H 3.284 -3.919 1.077 0.000
H 1.598 -6.576 0.334 0.000
H -0.135 -6.656 0.613 0.000
H -6.123 4.433 -3.431 0.000
H -3.216 -3.762 -4.967 0.000
H 2.486 -3.895 2.646 0.000
H 3.288 -2.902 -1.371 0.001
```

# C43H52FN4O3S2Tl

C43H52FN4O3S2Tl as an isolated structure in a non-equilibrium geometry (ωB97M-V/def2-TZVPD, OMol25).

Summary:
Multiplicity   1
LUMO level   -0.17 eV
HOMO   -7.18 eV

Geometry as XYZ:
```
106
Properties=species:S:1:pos:R:3:lowdin_charge:R:1
Tl -0.466 0.476 -2.490 0.906
S 2.222 -1.593 0.648 0.695
S 1.765 -2.941 3.300 0.898
F 1.358 -6.853 -1.403 0.053
O -0.641 -0.035 -0.059 -0.348
O -0.620 -2.249 -1.817 -0.088
O -4.200 -0.381 0.257 -0.200
N 2.097 1.954 -1.396 0.126
N 3.225 -0.870 3.000 -0.083
N -0.816 2.310 -0.625 0.018
N -2.870 -4.181 0.849 -0.005
C -2.357 4.097 -0.064 -0.138
C -1.182 6.303 0.384 -0.066
C 4.301 3.057 -1.060 -0.114
C -1.768 -0.531 0.480 -0.566
C 4.158 0.869 -2.136 -0.136
C 0.301 -6.187 -0.889 -0.261
C -2.807 -2.819 0.901 0.014
C -2.802 -7.060 1.108 -0.134
C 4.017 4.459 1.052 -0.063
C -2.000 5.707 -1.924 -0.051
C 6.314 1.891 -1.797 -0.072
C -3.593 4.499 0.428 -0.046
C -5.055 -5.131 0.286 -0.022
C 0.216 2.638 0.042 -0.137
C 2.461 -1.699 2.256 -1.177
C 3.516 1.961 -1.500 -0.141
C 1.605 2.284 -0.271 -0.133
C 2.595 5.090 -0.968 -0.058
C 3.141 -0.982 4.444 -0.246
C -1.414 5.163 -0.614 -0.379
C -0.909 -4.175 -0.522 -0.046
C -1.852 -4.884 0.232 -0.088
C -3.090 1.759 0.127 -0.052
C -2.082 2.717 -0.166 -0.143
C 0.187 -4.840 -1.079 0.068
C -0.658 -6.919 -0.198 0.042
C -1.741 -6.282 0.369 -0.135
C -2.996 0.250 -0.142 -0.231
C 5.691 2.966 -1.205 -0.063
C 5.534 0.854 -2.276 -0.038
C 2.817 -2.444 4.708 -0.432
C -1.939 -2.053 0.192 -0.024
C -3.559 -6.165 2.085 -0.135
C 3.891 4.432 -0.481 -0.365
C -1.766 -0.325 2.008 0.010
C -4.548 3.577 0.806 -0.066
C 3.369 -0.292 -2.706 -0.398
C -4.299 2.226 0.633 -0.023
C -5.059 -0.699 -0.816 -0.086
C 4.093 -1.639 -2.648 -0.081
C -4.030 -4.889 1.394 -0.316
C 2.999 0.031 -4.161 -0.071
C -1.106 -2.737 -0.793 -0.312
H 3.173 3.968 1.542 0.062
H 6.014 0.017 -2.765 0.107
H -2.983 6.148 -1.747 0.079
H 2.501 4.977 -2.050 0.094
H 1.697 4.687 -0.510 0.036
H -5.953 -5.609 0.684 0.086
H 4.454 -1.846 -1.640 0.069
H 4.676 5.096 -0.848 0.118
H 3.910 0.164 -4.751 0.085
H -0.907 5.911 1.365 0.082
H -0.545 -7.993 -0.108 0.129
H -3.814 5.557 0.511 0.109
H 2.468 -0.413 -2.108 0.071
H 3.712 -3.062 4.698 0.075
H -5.337 -4.174 -0.157 0.076
H -5.067 1.505 0.875 0.115
H -1.535 0.722 2.215 0.084
H -0.987 -0.950 2.448 0.077
H 4.059 5.489 1.416 0.080
H -5.504 3.907 1.194 0.103
H -4.415 -6.695 2.503 0.118
H -2.868 0.124 -1.225 0.107
H -0.454 4.712 -0.844 0.090
H 7.393 1.869 -1.895 0.104
H 2.424 0.957 -4.226 0.062
H -1.351 6.476 -2.353 0.080
H -2.080 6.914 0.494 0.071
H -2.734 -0.566 2.457 0.080
H -3.536 -2.364 1.558 0.133
H -2.899 -5.884 2.909 0.126
H 2.414 -0.780 -4.603 0.080
H -4.573 -1.380 -1.524 0.094
H 2.357 -0.333 4.847 0.117
H 2.271 -2.594 5.636 0.074
H 0.083 3.090 1.029 0.145
H 2.269 2.362 0.589 0.117
H -2.345 -7.898 1.636 0.119
H -5.937 -1.188 -0.392 0.090
H 3.394 -2.429 -2.932 0.082
H -0.379 6.957 0.036 0.075
H -2.115 4.906 -2.657 0.084
H 4.935 -1.678 -3.341 0.071
H 4.934 3.953 1.357 0.077
H -3.506 -7.484 0.385 0.117
H 6.299 3.795 -0.854 0.113
H -5.386 0.196 -1.358 0.094
H -4.640 -5.755 -0.507 0.083
H -4.478 -4.233 2.142 0.143
H 0.924 -4.273 -1.632 0.130
H 2.627 6.155 -0.729 0.083
H 4.091 -0.698 4.896 0.118
H 3.602 -0.048 2.555 0.128
```

Total energy, record by record: -174524.180 -86619.306 eV